Computed, not measured: a structure of composition C23H21N8O4W, with ωB97M-V/def2-TZVPD.

Geometry as XYZ:
```
57
Properties=species:S:1:pos:R:3:forces:R:3
W 1.60768 -0.29078 0.68105 -0.433 -0.508 -0.714
N 2.00581 0.01054 2.96290 0.003 -0.021 0.085
N 3.18418 -0.66745 3.39106 -0.039 -0.062 -0.115
C 3.76444 -1.53959 2.54218 -0.082 0.010 0.080
N 4.71195 -2.36586 2.88361 0.037 -0.035 0.030
N 3.23643 -1.43015 1.29859 0.154 0.189 -0.049
N 3.15802 -2.42048 0.35632 0.219 0.015 0.415
O 3.86971 -3.34758 0.24337 -0.093 0.043 -0.058
O 2.16000 -2.09865 -0.36320 -0.063 -0.250 -0.097
H 2.12293 1.00980 3.15532 0.009 -0.034 -0.015
H 1.21617 -0.31468 3.52826 0.036 0.019 -0.006
H 3.49454 -0.52927 4.34597 0.039 -0.026 -0.020
H 5.02520 -2.46352 3.84268 0.001 0.001 -0.003
H 5.17465 -2.94000 2.18603 -0.015 0.026 0.018
N -0.03766 -1.38152 1.26510 0.069 -0.161 0.041
C -1.00239 -2.03175 1.33424 0.038 0.103 0.001
C -2.15985 -2.80579 1.42179 -0.055 0.020 0.060
C -2.51859 -3.62884 0.33575 -0.004 -0.025 0.012
C -3.66975 -4.37853 0.43274 0.002 -0.007 -0.014
C -4.44957 -4.31241 1.58572 0.010 0.009 0.004
C -4.09335 -3.49569 2.65796 0.025 0.019 -0.001
C -2.94843 -2.73371 2.58895 -0.033 -0.023 -0.038
H -1.90339 -3.66898 -0.55259 0.008 0.005 -0.010
H -3.96821 -5.01705 -0.38660 0.005 -0.002 -0.007
H -5.35179 -4.90638 1.64998 -0.005 -0.002 -0.003
H -4.71638 -3.45742 3.54035 0.005 0.003 0.005
H -2.66206 -2.08950 3.40874 0.002 0.008 0.007
O 0.72197 1.50458 0.51974 0.012 0.425 0.172
C 1.35108 1.73195 -0.62034 0.016 0.206 0.305
N 1.58852 2.80160 -1.29043 -0.175 -0.153 -0.130
C 2.52023 2.50219 -2.43188 0.105 0.116 -0.056
C 2.89874 1.03384 -2.12265 -0.109 -0.263 -0.077
O 3.72666 0.33841 -2.58634 -0.003 0.031 0.011
N 1.97540 0.59613 -1.05765 0.329 0.369 0.200
C 3.71232 3.43695 -2.32866 -0.007 -0.064 0.015
C 4.68926 3.20123 -1.36095 -0.054 -0.044 -0.051
C 5.74245 4.08501 -1.20814 0.010 -0.018 0.014
C 5.82100 5.21061 -2.01938 0.021 0.009 0.012
C 4.84990 5.44804 -2.97846 -0.016 0.011 -0.020
C 3.79219 4.56292 -3.13797 -0.010 0.003 0.023
C 1.78536 2.50214 -3.76411 0.072 -0.037 -0.081
C 0.43776 2.81991 -3.87251 -0.012 0.000 -0.001
C -0.17183 2.81745 -5.12081 0.016 -0.017 -0.059
C 0.55703 2.48334 -6.25158 -0.024 0.011 0.050
C 1.90297 2.15386 -6.13930 -0.009 0.004 0.024
C 2.52038 2.16426 -4.90118 -0.039 0.036 0.016
H 1.25883 3.73473 -1.07120 -0.010 -0.011 0.025
H 4.64802 2.30262 -0.74677 0.036 0.078 -0.017
H 6.51153 3.89472 -0.47242 0.007 -0.001 0.008
H 6.64765 5.89843 -1.90713 0.008 0.004 0.002
H 4.91555 6.32075 -3.61349 0.003 0.003 0.002
H 3.04435 4.74959 -3.89709 -0.009 -0.010 -0.004
H -0.15702 3.09129 -3.00936 0.011 -0.001 0.020
H -1.21642 3.08326 -5.20416 -0.008 0.002 -0.014
H 0.08115 2.48303 -7.22226 -0.014 0.005 -0.006
H 2.47470 1.89633 -7.01993 0.004 -0.001 -0.009
H 3.57339 1.92450 -4.82275 0.006 -0.007 0.018
```
Positions in Å, forces in eV/Å.

Calculated values
- LUMO (alpha / beta) (eV) = -10.48 / -11.02
- multiplicity = 3
- HOMO-LUMO gap (alpha / beta) (eV) = 5.35 / 4.80
- charge = +3

Results of the Mulliken charge analysis, in e, for atoms 1 through 5: atom 1 (W): 1.40, atom 2 (N): -0.64, atom 3 (N): -0.15, atom 4 (C): 0.63, atom 5 (N): -0.29